[1]
The following is a DFT calculation (ωB97M-V/def2-TZVPD) of 3 unconnected molecules or ions with the total composition C3H14N2O3 in a non-equilibrium geometry.

```
! wB97M-V def2-TZVPD RIJCOSX def2/J DEFGRID3
* xyz 0 1
C -0.55 1.38 -0.88
N 0.28 0.69 0.13
C 0.70 1.73 1.09
O 1.38 1.10 2.17
C -1.07 0.41 -1.93
N -1.90 -0.66 -1.43
H 0.11 2.09 -1.39
H -1.42 1.89 -0.46
H -0.32 0.08 0.67
H 1.37 2.38 0.57
H -0.14 2.17 1.61
H 2.02 0.47 1.80
H -1.62 1.00 -2.66
H -0.19 -0.01 -2.39
H -1.44 -1.23 -0.73
H -2.80 -0.35 -1.09
H 1.24 -2.17 -1.22
H 1.50 -0.86 -0.55
O 1.71 -1.81 -0.45
H -0.83 -1.93 1.99
H 0.19 -2.41 0.90
O -0.71 -2.07 1.04
*
```

Calculated values
- SMILES = NCCNCO.O.O
- highest occupied orbital energy (eV) = -9.00

=====

[2]
The following is a DFT calculation (ωB97M-V/def2-TZVPD) of a molecular structure, C28H38BN5P2Pb in a non-equilibrium geometry.

```
! wB97M-V def2-TZVPD RIJCOSX def2/J DEFGRID3
* xyz 2 1
Pb -0.79 2.40 -4.79
C -1.75 2.17 -6.88
C -1.89 0.81 -6.54
C -0.96 -0.25 -7.03
C 0.53 0.17 -7.04
C 0.90 1.11 -5.92
C 1.24 2.45 -6.12
C 0.62 3.27 -7.20
C -0.66 2.67 -7.82
C -0.01 2.57 -2.13
H -2.61 2.83 -6.69
H -2.86 0.43 -6.18
H -1.22 -0.50 -8.08
H -1.05 -1.22 -6.48
H 1.13 -0.75 -6.88
H 0.81 0.48 -8.08
H 1.29 0.58 -5.02
H 2.03 2.84 -5.46
H 1.35 3.47 -7.98
H 0.42 4.28 -6.81
H -1.14 3.47 -8.40
H -0.41 1.92 -8.58
H -0.71 3.18 -1.56
H 0.98 3.00 -2.29
H 0.09 1.56 -1.73
P 1.85 -0.61 -1.79
P -1.42 -1.11 -1.29
N 3.01 0.31 -2.76
N 2.98 -1.92 -1.51
N -2.35 0.14 -2.24
N -2.85 -2.12 -1.22
C 0.78 -1.35 -3.10
C -0.52 -2.06 -2.65
C 3.38 1.63 -2.45
C 4.22 2.11 -3.44
C 4.35 1.08 -4.43
C 3.59 -0.01 -4.00
C 4.04 -1.77 -0.60
C 4.74 -2.97 -0.51
C 4.11 -3.90 -1.40
C 3.05 -3.23 -1.99
C -2.97 1.23 -1.64
C -3.62 1.98 -2.61
C -3.48 1.30 -3.86
C -2.62 0.22 -3.60
C -3.66 -2.49 -2.31
C -4.77 -3.16 -1.82
C -4.65 -3.20 -0.38
C -3.48 -2.54 -0.05
H 1.40 -2.05 -3.68
H 0.49 -0.52 -3.76
H -1.17 -2.21 -3.54
H -0.28 -3.05 -2.22
H 3.00 2.09 -1.55
H 4.65 3.09 -3.47
H 4.92 1.14 -5.35
H 3.41 -0.97 -4.46
H 4.20 -0.83 -0.09
H 5.59 -3.16 0.14
H 4.40 -4.93 -1.57
H 2.33 -3.58 -2.72
H -2.85 1.40 -0.57
H -4.08 2.93 -2.42
H -3.93 1.61 -4.80
H -2.14 -0.48 -4.28
H -3.39 -2.24 -3.32
H -5.57 -3.56 -2.42
H -5.36 -3.64 0.29
H -3.03 -2.31 0.90
B -1.37 -1.10 3.12
C -1.53 -0.25 1.85
N -1.64 0.39 0.87
H -0.23 -1.50 3.25
H -2.15 -2.04 3.06
H -1.69 -0.46 4.10
*
```

Calculated values
- highest occupied orbital energy (alpha / beta) (eV) = -12.58 / -12.58

=====

[3]
The following is a DFT calculation (ωB97M-V/def2-TZVPD) of 2 unconnected molecules or ions with the total composition C2H6NO2P in a non-equilibrium geometry.

```
! wB97M-V def2-TZVPD RIJCOSX def2/J DEFGRID3
* xyz 0 1
C 0.41 -0.58 0.92
C -1.09 -0.75 -0.69
N 1.29 0.15 0.32
O 0.10 -1.17 1.90
O 2.57 0.46 0.93
P -1.16 0.92 -1.41
H -0.54 -1.52 -1.27
H -1.93 -1.17 -0.19
H 1.13 0.98 -0.23
H 2.83 -0.20 1.52
H -1.01 1.70 -0.33
H -2.60 1.19 -1.47
*
```

Calculated values
- highest occupied orbital energy (eV) = -8.58

=====

[4]
The following is a DFT calculation (ωB97M-V/def2-TZVPD) of a molecular structure, C29H37BN7O2RbSi.

```
! wB97M-V def2-TZVPD RIJCOSX def2/J DEFGRID3
* xyz -2 1
Rb -0.02 0.25 -0.54
C -1.94 3.38 0.81
C -1.60 2.77 2.14
C -1.87 3.26 3.44
C -1.34 2.31 4.29
C -1.33 2.31 5.79
N -0.79 1.34 3.53
N -0.95 1.62 2.21
B -0.05 0.07 4.01
N 1.42 0.05 3.52
N 1.75 0.05 2.21
C 3.07 0.02 2.15
C 3.77 0.02 0.83
C 3.62 0.00 3.44
C 2.53 0.02 4.29
C 2.52 0.01 5.79
N -0.80 -1.22 3.61
N -1.03 -1.55 2.31
C -1.65 -2.72 2.32
C -2.02 -3.40 1.04
C -1.83 -3.17 3.65
C -1.27 -2.18 4.44
C -1.18 -2.12 5.93
H -2.37 4.37 0.94
H -1.05 3.47 0.17
H -2.66 2.76 0.27
H -2.38 4.17 3.71
H -1.84 3.20 6.15
H -1.84 1.43 6.19
H -0.32 2.31 6.19
H -0.03 0.11 5.22
H 3.06 -0.04 0.01
H 4.36 0.93 0.70
H 4.45 -0.84 0.74
H 4.66 -0.03 3.73
H 3.55 0.00 6.15
H 2.02 0.90 6.20
H 2.01 -0.86 6.19
H -1.99 -2.70 0.21
H -1.33 -4.22 0.81
H -3.03 -3.82 1.10
H -2.31 -4.08 3.99
H -1.66 -3.01 6.35
H -0.15 -2.10 6.28
H -1.68 -1.24 6.33
N 2.86 0.51 -3.01
C 1.66 1.12 -3.62
C 1.00 2.05 -2.58
O 1.79 2.69 -1.85
O -0.26 2.05 -2.53
H 3.25 1.24 -2.42
H 3.55 0.27 -3.71
H 0.96 0.34 -3.94
H 1.90 1.75 -4.49
C -4.70 -1.17 -5.82
C -3.52 -0.44 -5.80
C -2.46 -0.85 -5.00
C -2.52 -2.00 -4.19
C -3.74 -2.70 -4.22
C -4.81 -2.30 -5.02
Si -1.01 -2.32 -3.04
C -0.73 -4.23 -2.87
C 0.60 -4.64 -2.74
C 0.96 -5.96 -2.49
C -0.02 -6.94 -2.36
C -1.35 -6.56 -2.48
C -1.70 -5.23 -2.72
H -5.53 -0.85 -6.44
H -3.42 0.46 -6.40
H -1.55 -0.25 -4.98
H -3.88 -3.58 -3.60
H -5.73 -2.87 -5.02
H 0.05 -2.12 -4.11
H 1.39 -3.89 -2.83
H 2.00 -6.23 -2.40
H 0.25 -7.97 -2.17
H -2.14 -7.31 -2.37
H -2.75 -4.99 -2.78
*
```

Calculated values
- highest occupied orbital energy (eV) = -0.98

=====

[5]
The following is a DFT calculation (ωB97M-V/def2-TZVPD) of C10H11NO in the gas phase in a non-equilibrium geometry.

```
! wB97M-V def2-TZVPD RIJCOSX def2/J DEFGRID3
* xyz 0 1
C -0.24 -2.77 1.22
C 0.46 -2.99 0.02
C -0.50 -1.46 1.60
C 0.77 -1.90 -0.69
C -0.16 -0.37 0.89
C 0.46 -0.61 -0.32
C -0.84 1.85 -0.65
C 0.30 1.70 -1.65
C -0.53 2.12 0.75
C 0.98 0.37 -1.42
N -0.52 0.85 1.53
O 1.87 -0.02 -2.14
H -0.52 -3.54 1.91
H 0.85 -3.97 -0.28
H -1.13 -1.27 2.44
H 1.43 -2.00 -1.59
H -0.13 0.90 2.47
H -1.53 2.60 -1.05
H -1.47 0.85 -0.78
H -0.01 1.82 -2.73
H 1.07 2.38 -1.56
H 0.44 2.48 0.74
H -1.05 2.97 1.30
*
```

Calculated values
- SMILES = O=C1CCCNc2ccccc21
- highest occupied orbital energy (eV) = -8.33